No. 1
Density functional theory data (ωB97M-V/def2-TZVPD) for a molecular structure, C18H58BInO16.

Structure (XYZ):
```
94
C18H58BInO16 (ωB97M-V/def2-TZVPD)
In 1.42561 2.13484 -0.22658
B -0.65529 -0.28146 0.56463
H 0.23530 0.10194 1.03800
H -0.81219 0.13589 -0.41794
H -0.59385 -1.34891 0.41964
H -1.47925 -0.04095 1.21846
C 1.08317 -4.46777 3.50367
C 1.11635 -3.16363 2.78303
O 2.45310 -2.62265 2.63831
H 1.47464 -5.27255 2.88144
H 0.10809 -4.78168 3.87621
H 1.82582 -4.43601 4.30089
H 0.50253 -2.46691 3.35389
H 0.69142 -3.27730 1.78573
H 3.00763 -3.02984 3.30785
C 2.85582 -1.32279 -3.92070
C 1.75281 -0.35113 -3.47210
O 1.57564 -0.36869 -2.09391
H 2.94260 -1.32520 -5.00724
H 2.76313 -2.35862 -3.59425
H 3.82664 -0.91717 -3.63596
H 0.77853 -0.67688 -3.83647
H 1.78674 0.58585 -4.02798
H 1.15961 -1.21453 -1.91202
C -2.99070 -1.77119 2.83513
C -3.87403 -0.56332 2.74643
O -5.08608 -0.85179 2.06886
O -2.54797 -2.13230 1.51628
H -3.62303 -2.49620 3.34759
H -2.19388 -1.56504 3.54975
H -3.44043 0.14594 2.04142
H -4.10570 -0.13611 3.72210
H -5.53301 -1.53936 2.56798
H -1.98524 -1.46650 1.11421
C 2.73159 2.48512 3.53179
C 1.31071 3.14077 3.69473
O 0.38095 2.30069 2.87807
O 3.10030 2.63700 2.11791
H 2.66362 1.41197 3.71021
H 3.43827 2.93737 4.22761
H 1.09206 4.20560 3.61462
H 1.01276 2.97430 4.72992
H -0.41456 2.13894 3.39052
H 4.05392 2.74351 2.08858
C 0.00235 -4.97520 -0.25207
C 1.11418 -4.14131 -0.78445
O 0.64057 -2.81460 -1.19219
O -0.97533 -5.16287 -1.29901
H -0.25470 -4.48987 0.68945
H 0.35613 -5.95913 0.05586
H 1.44773 -4.59338 -1.71851
H 1.98923 -4.23661 -0.14157
H 0.36765 -2.28136 -0.44201
H -1.63906 -4.49675 -1.10576
C -2.93440 4.31431 -0.15634
C -2.56442 3.47977 1.00551
O -1.46606 2.56715 0.79345
O -2.10200 5.41050 -0.50461
H -4.01614 4.43629 -0.10098
H -2.96964 3.72449 -1.07228
H -3.42549 2.88041 1.30117
H -2.25559 4.08364 1.85878
H -1.80556 1.68613 0.61985
H -2.56838 5.97229 -1.12789
C 5.00936 0.59169 -0.48206
C 4.25514 -0.21109 0.64572
O 2.84563 -0.24887 0.69199
O 4.37851 1.82155 -0.75698
H 4.98241 0.06140 -1.43398
H 6.05565 0.59267 -0.17648
H 4.78420 -0.01849 1.57905
H 4.40909 -1.28529 0.54333
H 2.60518 -1.09043 1.08640
H 5.09974 2.45195 -0.69353
C 0.37510 3.47367 -3.69358
C -0.76487 2.48223 -3.55648
O -0.95339 2.09681 -2.18957
O 1.58304 2.90195 -3.20753
H 0.17389 4.41343 -3.17933
H 0.49222 3.64017 -4.76440
H -0.55708 1.72278 -4.31024
H -1.66944 3.03357 -3.81313
H -1.77854 1.60621 -2.18323
H 2.31572 3.45668 -3.48515
C -3.25573 -0.75883 -1.87502
C -3.99436 0.26470 -2.86084
O -3.67894 1.59258 -2.51823
O -1.87912 -0.85986 -2.20319
H -3.82222 -1.68393 -1.76840
H -3.20226 -0.26312 -0.90573
H -5.07606 0.15094 -2.93219
H -3.64497 -0.01527 -3.85464
H -4.29813 1.85543 -1.83331
H -1.54503 -1.01208 -1.31617
```

* total charge: +2
* frontier orbital gap: 2.62 eV
* highest occupied orbital energy: -0.5227 Ha

Löwdin population analysis, charges in e, atoms 1 to 5: 1.576, -0.347, 0.000, -0.010, 0.016


No. 2
Density functional theory data (ωB97M-V/def2-TZVPD) for a molecular structure, C18H59B3F3N4O10SV2.

Structure (XYZ):
```
100
C18H59B3F3N4O10SV2 (ωB97M-V/def2-TZVPD)
O -0.04639 -2.53728 3.78285
V -1.25836 -2.85576 2.75270
O 1.24991 -2.21183 -2.25965
V 0.68938 -1.55716 -0.94286
B -0.29292 -1.22539 1.17239
H -0.60963 -2.22395 0.91388
H -0.72135 -0.89666 2.10652
H 0.77417 -1.07543 1.22778
H -0.63221 -0.61310 0.35128
B 0.13373 0.30264 -2.20555
H 0.20192 -0.05782 -3.22027
H -0.59318 -0.24406 -1.62507
H 1.13314 0.13996 -1.83278
H -0.10727 1.34980 -2.10751
B -2.93750 -3.26039 1.07554
H -2.93805 -2.22304 0.77862
H -3.55326 -3.83683 0.40263
H -1.97301 -3.72218 0.93151
H -3.37604 -3.43811 2.04525
C 3.10727 -4.55725 1.65173
F 4.02456 -4.93375 0.75482
F 3.02360 -5.29834 2.81544
F 3.38776 -3.34793 2.13811
S 1.36581 -4.52491 0.81086
O 0.32965 -4.33823 1.87271
O 1.43404 -3.37755 -0.08650
O 1.26398 -5.75460 0.02943
C -2.90606 -0.86388 5.10338
O -2.69458 -1.56846 3.91957
H -3.00264 -1.56693 5.93072
H -2.03244 -0.25739 5.34224
H -3.69534 -0.11783 5.01089
C -1.64222 3.70258 -0.92283
C -2.72803 2.73228 -1.53761
C -2.94522 2.99986 -3.05502
O -4.11109 2.44530 -3.53767
C -4.57189 2.99457 -4.80814
N -2.45124 1.32703 -1.22622
H -2.02649 4.72170 -0.88003
H -0.73683 3.72395 -1.52939
H -1.43425 3.50468 0.12869
H -3.66970 2.87756 -1.00824
H -2.05109 2.66462 -3.58061
H -2.97138 4.08924 -3.08097
H -5.08468 3.91912 -4.54291
H -5.27221 2.23125 -5.14726
H -3.76218 3.26634 -5.48535
H -3.08599 0.74505 -1.75393
H -1.52291 1.03585 -1.49736
C 2.68653 4.86819 4.59128
C 2.80882 4.06979 3.24210
C 1.69683 3.37987 2.66669
O 1.18434 2.55592 3.70480
C -0.06778 1.79964 3.41782
N 3.28944 5.17106 2.40052
H 3.64044 5.31756 4.86741
H 2.57448 4.17005 5.42082
H 1.93470 5.65264 4.50474
H 3.62363 3.36203 3.39460
H 1.91195 2.87438 1.72526
H 1.02516 4.19613 2.40084
H 0.09779 1.49059 2.38575
H -0.91587 2.48353 3.45163
H -0.27595 0.92339 4.03179
H 4.08373 4.78985 1.90667
H 3.80073 5.64394 3.13201
C 3.19776 1.20188 -0.09368
C 3.60218 -0.16186 -0.73740
C 5.12053 -0.44408 -0.51426
O 5.33072 -0.63829 0.93818
C 6.68018 -0.57486 1.34393
N 2.86284 -1.21516 -0.15925
H 3.53664 2.09082 -0.62571
H 3.46022 1.42088 0.94133
H 2.11879 1.15094 -0.23969
H 3.42629 -0.23100 -1.81089
H 5.49593 0.47584 -0.96251
H 5.35136 -1.24497 -1.21669
H 7.13869 -1.42472 0.83836
H 6.66933 -0.63080 2.43244
H 7.10908 0.39682 1.09901
H 3.20535 -1.15132 0.78875
H 3.42374 -2.02392 -0.38594
C -3.11135 -3.97987 -2.86777
C -2.09527 -2.85116 -2.90385
C -2.73174 -1.53374 -3.12793
O -3.47370 -1.67227 -4.31463
C -4.02735 -0.47151 -4.70242
N -1.42079 -2.86591 -1.61865
H -3.66101 -4.13007 -3.79697
H -3.81383 -3.71371 -2.07797
H -2.62527 -4.91693 -2.59621
H -1.44609 -2.87214 -3.77920
H -1.96720 -0.76850 -3.26207
H -3.37743 -1.31602 -2.27717
H -3.17969 0.13030 -5.03012
H -4.53915 0.07909 -3.91311
H -4.71668 -0.65209 -5.52724
H -1.21624 -3.82027 -1.35892
H -2.10721 -2.67719 -0.90219
```

* total charge: 0
* frontier orbital gap (spin up / spin down): 5.76 / 4.00 eV
* highest occupied orbital energy (spin up / spin down): -0.3012 / -0.3013 Ha
* ⟨S²⟩: 3.8373
* 2S+1: 4

Löwdin population analysis, charges in e, atoms 1 to 5: -0.242, 1.085, -0.242, 0.870, -0.449


No. 3
Density functional theory data (ωB97M-V/def2-TZVPD) for 10 unconnected molecules or ions with the total composition C18H59N3O13.

Structure (XYZ):
```
93
C18H59N3O13 (ωB97M-V/def2-TZVPD)
O 2.40605 -1.89364 -2.00813
H 2.29435 -1.55469 -1.10579
H 3.35800 -1.91707 -2.14215
O -0.46964 -0.56143 -1.02041
H -0.30637 -1.17921 -0.30065
H -0.61463 0.28558 -0.58543
O -3.06907 -1.56431 0.48479
H -3.17800 -0.59856 0.48857
H -2.60155 -1.77045 1.29853
O 2.30422 -1.24905 0.82007
H 1.51338 -0.90783 1.26098
H 2.71715 -1.82367 1.47100
O -0.08359 -0.43403 2.19671
H -0.83918 -0.83676 2.63681
H 0.42813 -0.03078 2.90778
O -2.46220 -2.08016 -2.56872
H -3.21325 -2.05486 -1.96866
H -1.76811 -1.61931 -2.07495
O 1.42779 -0.18044 -4.24702
H 1.78889 0.71172 -4.17213
H 1.54778 -0.56371 -3.36620
C 2.10671 3.67224 -3.84825
O 2.29131 2.39912 -3.27959
C 1.97477 2.33564 -1.89268
C 2.87682 3.21282 -1.05737
N 4.25792 3.02227 -1.39552
C 5.16640 3.90798 -0.69095
C 5.66290 3.29944 0.60058
O 6.45205 2.18622 0.36667
C 6.70233 1.45240 1.54540
H 1.04791 3.95494 -3.86962
H 2.44015 3.61675 -4.88786
H 2.71786 4.45206 -3.38122
H 2.07029 1.28938 -1.61246
H 0.93146 2.67083 -1.78745
H 2.65538 3.00222 0.00079
H 2.54260 4.27445 -1.09589
H 4.36487 3.11869 -2.39500
H 4.65346 4.84062 -0.39224
H 5.99423 4.19431 -1.33982
H 4.78195 3.05839 1.22368
H 6.22409 4.05444 1.18087
H 7.36389 2.02569 2.21662
H 7.23676 0.55549 1.25099
H 5.76788 1.26623 2.08073
C -4.22114 -6.33595 0.27437
O -3.08432 -6.40759 -0.54317
C -2.74138 -5.17481 -1.14128
C -2.16539 -4.15143 -0.18058
N -0.96273 -4.64905 0.47550
C -0.39879 -3.65473 1.34667
C 0.94805 -4.03155 1.88626
O 0.87824 -5.30324 2.44238
C 2.10405 -5.72112 2.99782
H -4.08193 -5.68013 1.14397
H -4.44312 -7.34532 0.60970
H -5.08621 -5.93704 -0.27680
H -3.60412 -4.72547 -1.65727
H -2.00592 -5.39446 -1.91582
H -2.95046 -3.83647 0.53534
H -1.96511 -3.26467 -0.79300
H -1.22586 -5.43277 1.06505
H -1.04728 -3.44789 2.23324
H -0.36084 -2.67932 0.85353
H 1.27418 -3.26804 2.61677
H 1.73048 -4.02959 1.10682
H 2.78985 -6.06766 2.21231
H 1.88936 -6.54155 3.67783
H 2.62127 -4.92282 3.54508
C -4.54925 3.84193 -1.23030
O -5.70293 3.20901 -0.75674
C -5.54860 2.45642 0.41792
C -4.62852 1.25039 0.29856
N -3.16895 1.51549 0.34912
C -2.68474 1.93010 1.63241
C -1.31161 2.54387 1.50344
O -1.42049 3.80970 0.90516
C -0.16036 4.45199 0.81712
H -4.87232 4.65804 -1.87424
H -3.92300 3.17458 -1.84094
H -3.93319 4.24503 -0.41484
H -6.55186 2.11187 0.67148
H -5.23649 3.13643 1.22613
H -4.80439 0.79864 -0.68417
H -4.90135 0.50024 1.04381
H -2.97604 2.19239 -0.37727
H -2.61929 1.07236 2.30972
H -3.32310 2.67593 2.13022
H -0.67994 1.88122 0.88311
H -0.78910 2.57972 2.47222
H -0.35306 5.48122 0.51960
H 0.48585 3.91363 0.12566
H 0.29764 4.53245 1.81269
```

* total charge: 0
* frontier orbital gap: 8.14 eV
* highest occupied orbital energy: -0.3199 Ha
* SMILES: COCCNCCOC.COCCNCCOC.COCCNCCOC.O.O.O.O.O.O.O

Löwdin population analysis, charges in e, atoms 1 to 5: -0.057, -0.011, 0.049, -0.026, 0.004